1.
97
Properties=species:S:1:pos:R:3 method="wB97M-V/def2-TZVPD" total_charge=-1 e_lumo_ev=1.8570
C -0.23597 -0.72090 -0.67585
O -0.47855 0.65182 -0.81315
C -1.84983 1.00425 -0.53588
C -2.91663 0.34177 -1.37593
O -3.36256 -0.93918 -0.73166
N -4.18818 -0.73694 0.25732
O -4.76261 -1.76103 0.57750
H -0.73845 -1.31769 -1.45173
H -0.49732 -1.11247 0.31966
H 0.84030 -0.87882 -0.82264
H -2.12270 0.88659 0.52714
H -1.91763 2.07393 -0.75884
H -2.50439 0.08008 -2.35546
C 3.44528 -0.36708 -3.43910
C 3.46375 -1.15529 -2.21224
N 3.47873 -1.76913 -1.23677
H 2.70278 -0.76626 -4.12869
H 3.20157 0.67024 -3.21208
H 4.42656 -0.40454 -3.91106
C 3.41583 1.75948 0.32344
C 2.04789 1.99578 -0.15360
N 0.97478 2.17925 -0.53060
H 4.12703 2.07900 -0.43569
H 3.59117 2.32862 1.23711
H 3.56869 0.70013 0.53141
C 3.52167 4.87930 3.54026
C 3.82101 3.45692 3.42764
N 4.05806 2.33649 3.33893
H 4.01682 5.42520 2.73813
H 2.44754 5.04009 3.47186
H 3.87448 5.25216 4.49843
C 4.86010 3.92634 7.47901
C 3.48514 4.12459 7.03243
N 2.40616 4.28051 6.67279
H 5.55101 4.22697 6.69300
H 5.04979 4.52362 8.36888
H 5.02382 2.87605 7.71172
C 4.01935 5.31236 -2.00236
C 3.89253 3.93458 -2.45116
N 3.79268 2.85214 -2.82340
H 3.08902 5.65399 -1.55107
H 4.82896 5.37126 -1.26976
H 4.25288 5.94826 -2.85361
C -6.39365 -3.56788 -1.04628
C -7.47788 -3.77066 -2.00334
N -8.33086 -3.93028 -2.75785
H -5.99492 -4.53262 -0.73387
H -5.59595 -2.98487 -1.50106
H -6.76102 -3.03387 -0.17444
C -9.26907 -7.00811 -2.33668
C -9.29804 -8.40711 -2.75161
N -9.31066 -9.50878 -3.07592
H -10.20498 -6.74751 -1.84614
H -8.44539 -6.84549 -1.64377
H -9.13194 -6.36328 -3.20163
C -6.17725 -9.90539 -1.17293
C -5.84571 -8.48675 -1.06068
N -5.59731 -7.36882 -0.97550
H -7.20983 -10.01034 -1.50312
H -5.52001 -10.38088 -1.89820
H -6.05368 -10.38923 -0.20586
C 0.55366 7.06696 -4.13509
C 1.79311 7.64792 -3.62819
N 2.77403 8.09296 -3.22941
H 0.19933 7.64046 -4.98954
H 0.72756 6.03719 -4.44214
H -0.20575 7.07936 -3.35522
C 7.47194 2.39661 -2.00827
C 6.98573 3.59581 -1.34211
N 6.60102 4.51938 -0.77939
H 8.55696 2.34094 -1.94055
H 7.03997 1.51968 -1.52640
H 7.17850 2.41057 -3.05702
C 5.97121 -2.85008 -0.90110
C 6.60266 -1.53695 -0.91096
N 7.08884 -0.49654 -0.91834
H 4.92705 -2.75587 -1.19968
H 6.49114 -3.51390 -1.59075
H 6.01220 -3.26971 0.10152
C 4.59642 -4.00346 3.06525
C 4.17004 -3.43841 1.78682
N 3.83421 -2.98026 0.78491
H 4.52409 -3.24776 3.84538
H 3.96002 -4.84670 3.32738
H 5.62810 -4.34494 2.99631
C -7.25968 -1.37683 2.90919
C -7.82644 -1.08398 4.22298
N -8.27351 -0.85369 5.25583
H -7.10575 -0.45362 2.35470
H -6.30252 -1.88267 3.01645
H -7.93888 -2.01762 2.34989
C -4.03770 3.66482 1.37468
C -2.92590 4.40012 0.78369
N -2.04294 4.95838 0.30648
H -3.79785 3.39519 2.40166
H -4.93578 4.28035 1.36626
H -4.21780 2.75446 0.79806


2.
73
Properties=species:S:1:pos:R:3 method="wB97M-V/def2-TZVPD" total_charge=-1 e_lumo_ev=2.0448
Zn -0.54604 -0.16361 0.22564
C -0.94523 -3.13903 -3.16277
C -1.77371 -1.90864 -3.39737
C -2.30703 -1.63806 -4.68396
C -3.02602 -0.50256 -4.88986
C -3.23915 0.40071 -3.82029
C -3.93966 1.62354 -3.92810
Br -4.69990 2.16331 -5.59025
C -4.07569 2.44710 -2.84677
C -3.52191 2.08843 -1.61447
Br -3.68067 3.29646 -0.16504
C -2.81069 0.90577 -1.40643
O -2.28113 0.61348 -0.28011
C -2.68481 0.04417 -2.56901
N -1.96935 -1.09781 -2.38984
H -1.56722 -4.03742 -3.20557
H -0.47624 -3.08892 -2.18224
H -0.17455 -3.23705 -3.93196
H -2.12732 -2.33427 -5.49420
H -3.43363 -0.27274 -5.86549
H -4.60139 3.38729 -2.93802
I 1.63664 4.52722 1.28122
C 0.54239 3.24304 2.50369
C 0.25080 3.64142 3.81700
C -0.48369 2.84378 4.65054
I -0.84879 3.51001 6.60072
C -0.98189 1.59579 4.19240
C -1.75420 0.69280 4.95696
C -2.19286 -0.47453 4.40008
C -1.86615 -0.75818 3.06397
N -1.14034 0.05128 2.33788
C -0.69072 1.21249 2.86678
C 0.11376 2.02840 1.96826
O 0.38029 1.61251 0.79081
H 0.62027 4.59500 4.16875
H -1.99357 0.93963 5.98303
H -2.78265 -1.18105 4.96760
H -2.20097 -1.67272 2.59018
S 0.60032 -2.17119 0.26104
C 0.66294 -2.58042 1.98145
C 1.37727 -1.78874 2.88619
C 1.38175 -2.08344 4.24040
C 0.69296 -3.19103 4.72211
C 0.00854 -4.00292 3.82867
C -0.00710 -3.70045 2.47297
H 1.91311 -0.92899 2.50353
H 1.92534 -1.44426 4.92683
H 0.69417 -3.41969 5.78067
H -0.52656 -4.87390 4.18964
H -0.55708 -4.32329 1.77791
C 1.06349 0.15406 -3.89240
As 0.73448 0.82577 -2.08154
C -0.15192 2.50364 -2.55165
C 2.51832 1.57920 -1.71289
C 3.39356 0.60599 -0.98139
C 3.53766 0.68002 0.40152
C 4.31036 -0.24843 1.08351
C 4.94991 -1.27071 0.39715
C 4.81455 -1.35279 -0.98172
C 4.04478 -0.42160 -1.66121
H 1.53199 0.93093 -4.49870
H 0.11625 -0.13557 -4.34803
H 1.71191 -0.72095 -3.85215
H 0.47847 3.11712 -3.19800
H -0.36798 3.03823 -1.62644
H -1.09068 2.28636 -3.06131
H 2.34145 2.46986 -1.11210
H 2.96154 1.87296 -2.66730
H 3.01692 1.45979 0.94389
H 4.40369 -0.17809 2.16071
H 5.54039 -2.00303 0.93296
H 5.30327 -2.14972 -1.52885
H 3.94494 -0.49175 -2.73925


3.
82
Properties=species:S:1:pos:R:3 method="wB97M-V/def2-TZVPD" total_charge=-1 e_lumo_ev=1.7936
B -11.20297 -1.63986 -36.50891
F -10.58273 -0.55236 -37.24495
F -12.07640 -2.43485 -37.17481
F -10.18386 -2.37397 -35.87317
F -12.02764 -1.15974 -35.52529
O -9.79026 -5.42243 -31.05206
S -11.19272 -5.82339 -30.95891
O -11.90574 -5.41839 -29.74600
O -11.87925 -5.07913 -32.18945
C -11.80892 -5.57084 -33.57341
C -12.63016 -4.69913 -34.52020
C -11.64968 -7.60903 -31.37679
H -11.86582 -6.65063 -33.71090
H -10.79635 -5.40081 -33.93933
H -12.45822 -4.71882 -35.59638
H -12.69509 -3.66787 -34.17325
H -13.65306 -5.05817 -34.40679
H -12.71942 -7.65069 -31.58180
H -11.38693 -8.19219 -30.49418
H -11.08232 -7.88174 -32.26663
O -5.48562 -0.23871 -39.68320
S -6.88290 -0.52156 -39.42963
O -7.29459 -0.96350 -38.10358
O -7.69049 0.91001 -39.74947
C -9.06157 1.06919 -39.58003
C -9.68027 2.31229 -40.30144
C -7.62405 -1.70887 -40.63794
H -9.16881 1.19124 -38.50220
H -9.62567 0.20593 -39.93314
H -10.68072 2.69394 -40.09765
H -9.65288 2.19180 -41.38442
H -9.15491 3.18120 -39.90509
H -8.70999 -1.66002 -40.55769
H -7.37482 -2.75720 -40.47364
H -7.23290 -1.41718 -41.61263
O -12.13569 -5.45063 -43.20987
S -12.79113 -4.76012 -42.11950
O -14.17525 -4.41349 -42.26412
O -12.63584 -5.68043 -40.68526
C -13.67295 -5.72998 -39.78401
C -13.94646 -4.23688 -39.25132
C -11.69180 -3.30347 -41.71182
H -13.24348 -6.36102 -39.00591
H -14.50446 -6.25526 -40.25388
H -14.76467 -4.33511 -38.53790
H -14.39358 -3.54362 -39.96376
H -13.11172 -3.82011 -38.68774
H -10.65446 -3.61106 -41.57991
H -11.82144 -2.84528 -40.73133
H -11.69524 -2.67973 -42.60571
O -10.06353 0.60475 -34.51921
H -10.70628 0.45372 -35.21224
H -9.93220 -0.25616 -34.12193
O -9.99018 -1.92575 -33.13830
H -10.58099 -2.14942 -33.85743
H -9.25882 -2.53647 -33.22977
O -7.13564 -0.47620 -35.52283
H -6.91203 -0.66911 -36.43333
H -8.07402 -0.28818 -35.54083
O -13.96045 -1.52770 -33.25605
H -13.96132 -0.76568 -32.67677
H -13.29718 -1.32653 -33.91623
C -8.06449 -4.15704 -36.07695
C -6.64885 -4.37869 -35.66107
O -6.07418 -4.72048 -36.89039
C -7.07146 -5.01463 -37.80234
O -6.84560 -5.38093 -38.96708
O -8.17445 -4.87817 -37.24378
H -8.16860 -3.08968 -36.27188
H -8.83320 -4.44024 -35.35793
H -6.70085 -5.13925 -34.88200
H -6.19263 -3.45912 -35.29452
C -13.34386 1.57627 -37.30790
C -13.87695 0.75591 -36.17238
O -15.08137 1.29876 -35.85827
C -15.01538 2.53806 -36.15558
O -15.88255 3.45562 -35.99835
O -13.91663 2.76858 -36.88667
H -13.63440 1.34840 -38.33345
H -12.26245 1.71270 -37.31497
H -13.30075 0.77052 -35.24724
H -14.02742 -0.23651 -36.59730


4.
12
Properties=species:S:1:pos:R:3 method="wB97M-V/def2-TZVPD" smiles="[H]/N=C/CNC=O" total_charge=0 e_lumo_ev=0.7832
H 0.92963 -2.63482 -0.93949
N 0.65111 -1.65780 -0.84963
C 0.72888 -1.26949 0.35337
C 0.38135 0.15101 0.72674
N -0.06809 0.91768 -0.40435
C -1.30228 1.49122 -0.48163
O -1.78721 1.95641 -1.48961
H 1.07119 -1.90008 1.18532
H -0.40364 0.13962 1.49454
H 1.26456 0.60538 1.20164
H 0.35481 0.68849 -1.29612
H -1.82030 1.51236 0.49923